DFT (ωB97M-V/def2-TZVPD) results for a structure of composition C31H16AsCl2F4N4PtS.

Properties
HOMO-LUMO gap (alpha / beta): 7.158 / 4.755 eV
LUMO (alpha / beta): -10.36 / -12.90 eV
Spin multiplicity: 5
Net charge: +3
Energy above the lowest of the compared OMol25 structures with the same formula, charge and spin: 0.00 kJ/mol

Geometry as XYZ:
```
60
Properties=species:S:1:pos:R:3:lowdin_charge:R:1
Pt 1.52 0.18 -0.77 0.768
S -1.61 2.41 -2.11 1.266
C -2.48 0.95 -1.96 -0.462
C -3.72 1.09 -2.68 -0.030
C -4.71 0.14 -2.58 0.016
C -4.48 -0.98 -1.79 0.070
C -3.23 -1.17 -1.17 -0.035
C -2.21 -0.25 -1.25 -0.297
As -0.54 -0.98 -0.51 1.236
C -0.72 -0.94 1.38 -0.396
C 0.27 -1.56 2.15 -0.116
C 0.18 -1.51 3.53 -0.033
C -0.88 -0.85 4.14 -0.018
C -1.86 -0.23 3.37 -0.036
C -1.78 -0.27 1.99 -0.092
C -0.48 -2.75 -1.22 -0.437
C -0.29 -2.92 -2.59 -0.132
C -0.31 -4.21 -3.11 -0.036
C -0.52 -5.29 -2.27 -0.015
C -0.71 -5.11 -0.91 -0.028
C -0.69 -3.83 -0.37 -0.083
H -3.88 1.99 -3.26 0.130
H -5.65 0.28 -3.09 0.147
H -5.25 -1.73 -1.67 0.148
H -3.07 -2.11 -0.65 0.129
H 1.09 -2.09 1.69 0.106
H 0.93 -2.00 4.14 0.128
H -0.95 -0.82 5.22 0.131
H -2.68 0.28 3.85 0.127
H -2.55 0.21 1.40 0.102
H -0.11 -2.08 -3.25 0.109
H -0.16 -4.36 -4.17 0.126
H -0.53 -6.29 -2.68 0.131
H -0.87 -5.96 -0.26 0.129
H -0.85 -3.69 0.69 0.109
F 3.99 4.03 -0.11 0.171
C 2.93 3.97 0.68 -0.160
C 1.69 4.27 0.18 -0.154
F 1.56 4.63 -1.09 0.160
C 0.55 4.02 0.93 -0.033
C 0.68 3.63 2.26 -0.123
C 1.94 3.31 2.77 -0.121
F 2.02 2.73 3.95 0.176
C 3.05 3.37 1.94 -0.020
C 4.13 2.38 2.08 -0.062
C 3.91 1.44 1.03 -0.061
N 3.44 0.78 0.21 0.095
C 4.97 2.14 3.16 -0.102
N 5.66 1.93 4.07 0.294
F -0.40 3.35 2.98 0.164
C -0.66 3.72 0.15 -0.103
C -0.51 2.55 -0.67 -0.539
N 0.38 1.68 -0.46 -0.059
C -1.88 4.41 0.18 -0.134
N -2.90 4.95 0.17 0.290
Cl 4.22 -2.54 -3.86 0.697
C 3.98 -1.21 -2.81 -0.830
Cl 2.70 -1.74 -1.48 0.505
H 3.51 -0.37 -3.29 0.038
H 4.85 -0.97 -2.21 0.048
```



DFT (ωB97M-V/def2-TZVPD) results for a cluster of 2 separate species, C6H8N2 in total.

Properties
HOMO-LUMO gap: 9.318 eV
LUMO: 0.61 eV
Spin multiplicity: 1
Net charge: 0
Energy above the lowest of the compared OMol25 structures with the same formula, charge and spin: 604.08 kJ/mol

Geometry as XYZ:
```
16
Properties=species:S:1:pos:R:3:lowdin_charge:R:1
C 1.95 -0.20 -0.14 -0.112
C 0.81 1.13 -0.12 -0.152
C -0.53 0.63 0.18 -0.259
C -1.83 0.90 -0.05 -0.095
C -0.52 -0.78 0.16 -0.311
C 0.84 -1.27 0.06 -0.226
H 2.77 -0.13 -1.13 0.157
H 2.48 -0.27 1.21 0.184
H 1.11 2.06 0.77 0.160
H 0.85 1.60 -1.15 0.098
H -2.44 1.86 0.05 0.137
H -3.61 -0.26 0.38 0.284
H 0.94 -1.86 -0.77 0.078
H 1.24 -1.78 0.91 0.091
N -2.44 -0.31 -0.11 -0.114
N -1.63 -1.31 -0.22 0.080
```



DFT (ωB97M-V/def2-TZVPD) results for a cluster of 2 separate species, C4H7N3 in total.

Properties
HOMO-LUMO gap: 9.965 eV
LUMO: -0.05 eV
Spin multiplicity: 1
Structure (SMILES): [H]/N=C\C#N.C=NC
Net charge: 0
Energy above the lowest of the compared OMol25 structures with the same formula, charge and spin: 236.03 kJ/mol

Geometry as XYZ:
```
14
Properties=species:S:1:pos:R:3:lowdin_charge:R:1
H -0.47 2.56 0.40 0.072
N 0.06 1.73 0.12 0.130
C 0.09 0.90 1.09 -0.249
C -0.56 1.10 2.35 -0.194
N -1.12 1.18 3.36 0.155
H 0.60 -0.12 0.97 0.096
C 1.22 -0.17 -1.28 -0.106
N 0.74 -1.05 -0.51 -0.154
C -0.61 -1.54 -0.78 -0.140
H 0.71 0.25 -2.14 0.077
H 2.21 0.25 -1.06 0.078
H -1.24 -1.56 0.12 0.080
H -0.47 -2.57 -1.09 0.075
H -1.13 -0.98 -1.56 0.079
```



DFT (ωB97M-V/def2-TZVPD) results for a cluster of 2 separate species, C4H3NO3 in total.

Properties
HOMO-LUMO gap: 10.865 eV
LUMO: 0.62 eV
Spin multiplicity: 1
Structure (SMILES): C=C1OC1=O.N=C=O
Net charge: 0
Energy above the lowest of the compared OMol25 structures with the same formula, charge and spin: 305.25 kJ/mol

Geometry as XYZ:
```
11
Properties=species:S:1:pos:R:3:lowdin_charge:R:1
C 1.14 -1.61 -0.35 0.091
C 0.94 -0.45 0.21 -0.196
O 1.52 0.85 0.12 0.151
C 0.57 0.65 1.08 -0.459
O 0.28 1.05 2.15 0.152
H 0.58 -2.47 -0.03 0.072
H 1.82 -1.73 -1.19 0.076
N -1.36 1.50 -0.20 0.205
C -1.70 0.48 -0.75 -0.387
O -1.96 -0.51 -1.29 0.184
H -1.86 2.24 0.25 0.111
```



DFT (ωB97M-V/def2-TZVPD) results for a cluster of 5 separate species, C17H43NO5S4 in total.

Properties
HOMO-LUMO gap: 8.287 eV
LUMO: 0.35 eV
Spin multiplicity: 1
Net charge: 0

Geometry as XYZ:
```
70
Properties=species:S:1:pos:R:3:lowdin_charge:R:1
C 1.03 -2.17 3.97 -0.256
S -0.12 -3.53 4.23 0.797
O -0.46 -3.47 5.68 -0.562
C -1.47 -2.78 3.33 -0.294
H 0.43 -1.25 4.00 0.032
H 1.55 -2.25 3.02 0.050
H 1.73 -2.21 4.80 0.049
H -2.20 -3.58 3.21 0.045
H -1.10 -2.55 2.34 0.046
H -1.89 -1.94 3.88 0.040
C 3.55 4.68 -2.20 -0.242
S 2.57 4.25 -0.74 0.861
O 1.97 2.92 -1.03 -0.557
C 1.23 5.39 -1.06 -0.266
H 4.21 5.52 -1.98 0.054
H 2.85 4.90 -3.00 0.054
H 4.12 3.79 -2.46 0.041
H 0.77 5.14 -2.01 0.062
H 1.57 6.42 -0.97 0.061
H 0.49 5.22 -0.27 0.045
C -0.86 1.86 0.83 -0.259
S -1.90 1.41 2.22 0.830
O -1.29 0.21 2.83 -0.569
C -3.36 0.85 1.29 -0.250
H -1.34 1.78 -0.14 0.047
H -0.05 1.13 0.80 0.049
H -0.46 2.86 0.96 0.032
H -3.98 1.71 1.11 0.047
H -3.83 0.06 1.86 0.035
H -2.99 0.42 0.36 0.042
C -4.94 0.11 4.63 -0.254
S -6.36 1.05 4.04 0.820
O -6.03 1.54 2.67 -0.560
C -7.49 -0.31 3.80 -0.278
H -4.92 0.07 5.72 0.056
H -4.05 0.57 4.23 0.030
H -5.01 -0.93 4.30 0.053
H -7.05 -1.05 3.13 0.058
H -8.34 0.14 3.30 0.049
H -7.76 -0.77 4.75 0.058
C 4.10 -1.36 -1.72 -0.028
C 3.19 -0.61 -2.70 -0.520
C 3.11 -1.38 -4.02 -0.158
C 2.23 -2.59 -4.00 -0.181
C 0.82 -2.17 -3.54 -0.135
C 0.79 -1.44 -2.19 -0.516
N 1.82 -0.40 -2.17 -0.080
O 1.86 0.16 -0.87 -0.043
C -0.58 -0.72 -2.12 -0.027
C 0.90 -2.43 -1.03 -0.023
C 3.77 0.76 -2.98 -0.053
H 3.95 -0.96 -0.72 0.083
H 5.15 -1.20 -1.95 0.086
H 3.85 -2.42 -1.70 0.066
H 2.79 -0.70 -4.83 0.123
H 4.15 -1.62 -4.27 0.124
H 2.63 -3.32 -3.28 0.106
H 2.18 -3.11 -4.95 0.111
H 0.14 -3.01 -3.55 0.119
H 0.51 -1.45 -4.31 0.120
H -0.63 0.06 -2.87 0.086
H -1.38 -1.44 -2.30 0.086
H -0.71 -0.31 -1.12 0.050
H 0.15 -3.23 -1.08 0.087
H 1.88 -2.90 -1.02 0.069
H 0.72 -1.95 -0.07 0.073
H 4.12 1.23 -2.05 0.077
H 3.08 1.48 -3.44 0.084
H 4.70 0.69 -3.56 0.088
H 1.89 1.12 -1.00 0.031
```



DFT (ωB97M-V/def2-TZVPD) results for a cluster of 2 separate species, C18H28N2O5P in total.

Properties
HOMO-LUMO gap: 5.913 eV
LUMO: 2.17 eV
Spin multiplicity: 1
Net charge: -1

Geometry as XYZ:
```
54
Properties=species:S:1:pos:R:3:lowdin_charge:R:1
C -0.07 2.49 0.71 -0.087
C -0.15 1.12 -0.01 -0.266
O 1.04 0.42 0.30 -0.113
C 1.02 -0.95 -0.06 -0.483
C 0.92 -1.04 -1.60 -0.031
C 1.25 -2.42 -2.17 -0.310
O 0.32 -3.12 -2.56 0.052
C 2.65 -2.95 -2.32 -0.173
C 3.70 -2.07 -2.30 -0.038
C 5.00 -2.50 -2.40 -0.073
C 5.24 -3.84 -2.50 -0.103
C 4.19 -4.71 -2.53 -0.099
C 2.89 -4.29 -2.44 -0.027
N -0.11 -1.67 0.53 -0.142
P -0.03 -1.93 2.25 0.939
C 0.09 -0.30 3.12 -0.285
C -1.72 -2.61 2.70 -0.432
C -2.20 -2.19 4.10 -0.184
C 2.40 -1.56 0.41 -0.697
O 3.32 -0.75 0.68 -0.039
O 2.48 -2.80 0.50 -0.050
H 0.19 3.27 0.01 0.050
H -1.02 2.72 1.19 0.057
H 0.72 2.42 1.47 0.074
H -1.06 0.63 0.34 0.104
H -0.27 1.35 -1.08 0.105
H 1.59 -0.29 -2.03 0.128
H -0.08 -0.80 -1.95 0.119
H 3.52 -1.00 -2.21 0.114
H 5.80 -1.76 -2.36 0.105
H 6.27 -4.18 -2.54 0.098
H 4.38 -5.78 -2.61 0.099
H 2.04 -4.97 -2.44 0.119
H -0.24 -2.56 0.05 0.083
H 0.22 -0.53 4.18 0.018
H 1.00 0.20 2.79 0.033
H -0.76 0.39 2.98 0.034
H -2.43 -2.34 1.90 0.059
H -1.61 -3.69 2.65 0.048
H -2.73 -3.03 4.56 0.056
H -2.89 -1.35 3.99 0.062
H -1.39 -1.94 4.79 0.045
C -2.39 5.99 -0.66 -0.007
C -2.69 4.52 -0.82 -0.533
O -1.81 3.69 -0.98 0.033
N -3.99 4.13 -0.76 0.006
C -5.17 4.95 -0.57 -0.085
H -1.31 6.13 -0.73 0.084
H -2.87 6.56 -1.46 0.081
H -2.73 6.35 0.31 0.083
H -4.12 3.13 -0.87 0.141
H -5.70 4.62 0.33 0.081
H -5.83 4.83 -1.42 0.080
H -4.91 6.00 -0.46 0.069
```



Max |F|
In order: 0.56; 8.90; 1.74; 2.52; 1.42; 2.11
Unit: eV Å⁻¹